1.
Entry from the OMol25 dataset: a structure of composition C23H19Br40FNO7P in a non-equilibrium geometry (the ωB97M-V functional and the def2-TZVPD basis).

Each line ends with the Mulliken charge.
Atoms and positions in Å:
O (-1.64405, -7.43736, -2.62911)  -0.68
P (-1.16551, -6.99492, -1.16214)  0.65
C (0.31503, -5.80425, -1.42078)  0.14
C (1.72493, -6.29334, -1.58421)  0.23
C (2.09925, -7.92139, -1.50264)  0.11
O (1.75448, -8.80420, -2.46290)  -0.47
N (2.91130, -8.31751, -0.25224)  -0.23
C (2.12355, -9.25650, 0.63766)  0.52
O (1.24594, -8.86057, 1.58017)  -0.42
F (2.33685, -10.74035, 0.53665)  -0.22
C (2.97764, -5.23850, -1.85251)  0.30
O (4.23353, -5.63708, -2.09386)  -0.61
C (2.61959, -3.63332, -1.75757)  0.22
C (3.86321, -2.52097, -1.86687)  -0.43
C (4.24884, -2.17342, -0.27771)  0.16
O (3.90637, -1.04529, 0.34996)  -0.42
O (4.97869, -3.25476, 0.43853)  -0.46
C (1.23280, -3.12768, -1.55017)  -0.02
Br (0.79264, -1.18101, -1.37506)  0.12
C (-0.01435, -4.19776, -1.45697)  0.26
O (-1.26946, -3.74669, -1.36991)  -0.49
H (-2.29364, -6.33683, -0.55369)  0.06
H (-0.75435, -8.20916, -0.49448)  0.10
H (3.04400, -7.44530, 0.33723)  0.36
H (3.54955, -1.54979, -2.45767)  0.29
H (4.79300, -2.96596, -2.43838)  0.37
H (4.36234, -3.55233, 1.19181)  0.36
C (-2.63003, -4.09115, 2.37108)  -0.31
Br (-1.34170, -5.54644, 2.28994)  -0.04
Br (-3.35313, -3.66589, 0.61598)  -0.02
Br (-4.03685, -4.44133, 3.66813)  -0.03
H (-2.08925, -3.20428, 2.71754)  0.37
C (2.46756, 1.80854, 2.21810)  0.00
Br (1.12264, 0.44092, 1.89396)  -0.06
Br (2.20740, 3.36391, 1.07915)  0.04
Br (2.56500, 2.29659, 4.09864)  0.00
H (3.43632, 1.37428, 1.94987)  -0.06
C (6.52607, 2.90373, 0.54937)  -0.39
Br (5.18115, 1.53612, 0.22523)  0.12
Br (6.26590, 4.45910, -0.58958)  -0.02
Br (6.62351, 3.39178, 2.42991)  -0.03
H (7.49483, 2.46948, 0.28114)  0.37
C (0.51354, 6.79272, 1.44717)  0.22
Br (1.31071, 7.43976, -0.20512)  0.00
Br (1.20855, 7.73192, 3.00247)  0.00
Br (-1.42999, 6.84158, 1.38081)  0.05
H (0.80355, 5.74205, 1.55214)  -0.29
C (1.24447, -3.49098, -5.56741)  -0.38
Br (1.06583, -2.37829, -7.15304)  -0.11
Br (2.57939, -4.88528, -5.80821)  -0.08
Br (1.58561, -2.42981, -3.97316)  0.32
H (0.28226, -3.99191, -5.41821)  0.48
C (-2.04363, -0.40912, -5.27000)  -0.49
Br (-0.90315, -1.01191, -3.81392)  0.25
Br (-3.58285, -1.57344, -5.51343)  -0.04
Br (-2.57005, 1.45115, -5.05459)  -0.10
H (-1.44915, -0.46897, -6.18763)  0.38
C (-4.97238, 0.07645, -0.60405)  0.03
Br (-4.17521, 0.72349, -2.25635)  0.02
Br (-4.27736, 1.01565, 0.95124)  -0.04
Br (-6.91591, 0.12531, -0.67041)  -0.03
H (-4.68236, -0.97422, -0.49908)  -0.05
C (0.71315, 10.45330, 6.41881)  -0.30
Br (2.23471, 10.93903, 5.30832)  -0.02
Br (0.40708, 11.75119, 7.83510)  -0.05
Br (-0.88876, 10.14788, 5.35829)  0.01
H (0.96146, 9.50346, 6.90375)  0.36
C (4.42135, -0.08277, -6.62466)  -0.36
Br (5.03056, -1.86854, -6.15123)  -0.03
Br (4.44495, 0.20372, -8.54857)  -0.03
Br (2.67991, 0.31574, -5.85478)  -0.02
H (5.13371, 0.62454, -6.18731)  0.37
C (1.07467, 1.09245, 7.75985)  -0.04
Br (2.21515, 0.48965, 9.21594)  -0.01
Br (-0.46455, -0.07187, 7.51642)  0.00
Br (0.54825, 2.95271, 7.97526)  0.00
H (1.66915, 1.03259, 6.84223)  0.04
C (-9.02593, 2.31569, 2.03114)  -0.12
Br (-7.94826, 3.93516, 2.01791)  0.06
Br (-8.49695, 1.10588, 3.45965)  0.00
Br (-10.92932, 2.71328, 2.08699)  -0.03
H (-8.83526, 1.79696, 1.08584)  0.06
C (-6.65749, 7.80569, 1.25979)  -0.34
Br (-4.93446, 7.12257, 1.85035)  0.04
Br (-7.88519, 8.05662, 2.74771)  -0.01
Br (-6.46877, 9.42355, 0.19630)  -0.04
H (-7.09704, 7.04381, 0.60759)  0.31
C (-1.50186, 3.68318, -1.10365)  -0.06
Br (-0.89265, 1.89741, -0.63023)  0.39
Br (-1.47826, 3.96967, -3.02757)  -0.04
Br (-3.24330, 4.08169, -0.33378)  0.06
H (-0.78950, 4.39049, -0.66631)  -0.06

As for the orbital gap: 5.9831 eV. Its LUMO energy is -3.444 eV. The value obtained for the largest force on an atom is 9.7 eV/Å. The highest occupied orbital energy is -9.43 eV. The value obtained for the energy is -104870.43595 hartree.


2.
Entry from the OMol25 dataset: a structure of composition C23H19Cl2IN4O3SZr in a non-equilibrium geometry (the ωB97M-V functional and the def2-TZVPD basis).

Each line ends with the Mulliken charge.
Atoms and positions in Å:
Zr (-0.34254, -0.56994, -0.68898)  0.21
N (3.71992, 1.70864, -1.22919)  -0.46
C (2.45227, 1.23324, -1.03361)  0.59
S (2.31953, -0.45608, -0.59783)  -0.44
N (1.50083, 2.09725, -1.19184)  -1.24
N (0.20866, 1.59332, -1.04165)  0.85
C (-0.67018, 2.52424, -0.91329)  -0.55
C (-2.10150, 2.32254, -0.77365)  0.93
C (-2.89515, 3.38032, -0.31261)  -0.76
C (-4.25629, 3.23559, -0.17041)  -0.71
C (-4.84798, 2.01791, -0.51693)  -0.43
C (-4.08756, 0.97002, -0.99031)  -0.46
C (-2.70538, 1.10448, -1.11613)  0.40
O (-1.95761, 0.09863, -1.57904)  -0.64
H (4.47489, 1.15889, -0.86047)  0.23
H (3.82880, 2.70853, -1.22302)  0.25
H (-0.29001, 3.54139, -0.90192)  0.37
H (-2.41504, 4.32326, -0.06288)  0.38
H (-4.85982, 4.05535, 0.19519)  0.40
H (-5.91906, 1.89102, -0.41398)  0.39
H (-4.53264, 0.02190, -1.26387)  0.45
I (-2.36022, -0.91945, 1.77624)  0.02
C (-0.48483, 0.14169, 1.43544)  -1.05
H (0.20690, -0.32728, 2.12437)  0.50
H (-0.68795, 1.15911, 1.74589)  0.44
Cl (0.44460, -0.86996, -3.29794)  -0.14
C (0.04866, -2.43012, -3.99344)  1.03
C (-0.86809, -2.43672, -5.01889)  -0.81
C (-1.23950, -3.64337, -5.58304)  -0.53
C (-0.66169, -4.80681, -5.11111)  -0.66
C (0.28600, -4.77813, -4.09653)  0.45
Cl (0.98418, -6.31037, -3.66425)  -0.19
C (0.66542, -3.57955, -3.47666)  -0.28
N (1.54967, -3.43001, -2.41370)  0.14
C (1.97630, -4.40978, -1.47110)  -0.50
C (3.32265, -4.73137, -1.39262)  -0.60
C (3.76792, -5.67237, -0.47758)  -0.66
C (2.85714, -6.30828, 0.35380)  -0.65
C (1.51362, -5.96338, 0.29133)  -1.00
C (1.05631, -4.99715, -0.59570)  1.43
C (-0.40414, -4.58199, -0.58919)  -0.94
C (-0.54526, -3.08808, -0.57669)  1.47
O (-1.27721, -2.47318, -1.39905)  -0.63
O (0.14235, -2.39959, 0.25724)  -0.66
H (-1.30751, -1.50156, -5.34565)  0.42
H (-1.97447, -3.67628, -6.37712)  0.39
H (-0.92051, -5.76496, -5.54150)  0.43
H (2.08706, -2.57500, -2.41221)  0.29
H (4.01807, -4.24935, -2.07086)  0.46
H (4.82187, -5.91843, -0.42532)  0.42
H (3.19281, -7.05838, 1.06128)  0.40
H (0.80546, -6.42907, 0.96904)  0.38
H (-0.88163, -4.94823, 0.32145)  0.57
H (-0.95214, -4.97600, -1.44522)  0.30

As for the orbital gap: 7.8857 eV. Its LUMO energy is -0.094 eV. The value obtained for the largest force on an atom is 1.5 eV/Å. The highest occupied orbital energy is -7.98 eV. The value obtained for the energy is -2996.10292 hartree.


3.
Entry from the OMol25 dataset: a structure of composition C23H19Cl5N3O3S2W (the ωB97M-V functional and the def2-TZVPD basis).

Each line ends with the Mulliken spin population.
Atoms and positions in Å:
W (0.69358, 1.05711, -0.02453)  0.89
Cl (3.28052, 2.72151, 6.53210)  0.00
C (2.57528, 2.64766, 4.98317)  -0.01
C (2.80735, 1.52725, 4.17579)  0.00
Cl (3.78794, 0.23393, 4.69875)  0.00
C (2.21671, 1.49432, 2.92471)  -0.01
Cl (2.46949, 0.17262, 1.82050)  0.01
C (1.41894, 2.53429, 2.46417)  0.01
O (0.89826, 2.42687, 1.22555)  -0.02
C (1.19151, 3.65217, 3.25648)  0.00
Cl (0.20436, 4.90550, 2.65236)  0.00
C (1.77372, 3.70223, 4.52520)  0.00
Cl (1.49957, 5.06066, 5.51675)  0.00
C (-3.27001, -3.91819, 1.04493)  0.00
C (-1.89897, -3.71528, 1.66979)  0.00
N (-1.61006, -2.28923, 1.97758)  0.02
C (-1.76397, -1.86742, 3.38299)  0.00
C (-3.21392, -1.63676, 3.76964)  0.00
C (-1.26675, -1.46992, 1.01962)  0.01
S (-1.13492, 0.25622, 1.36108)  0.10
N (-1.15691, -1.96452, -0.23542)  0.00
C (-0.32603, -1.53122, -1.10753)  0.00
O (0.66618, -0.68195, -0.76602)  0.01
C (-0.37692, -1.88702, -2.51704)  0.00
C (0.58079, -1.39690, -3.41040)  0.00
C (0.49957, -1.73191, -4.74919)  0.00
C (-0.52847, -2.55214, -5.19884)  0.00
C (-1.47870, -3.04515, -4.31262)  0.00
C (-1.40531, -2.71777, -2.97275)  0.00
H (-3.39473, -4.97476, 0.81029)  0.00
H (-3.37289, -3.35020, 0.12361)  0.00
H (-4.06942, -3.63034, 1.72478)  0.00
H (-1.10840, -4.08590, 1.02105)  0.00
H (-1.82487, -4.24228, 2.61862)  0.00
H (-1.17304, -0.96710, 3.53294)  0.00
H (-1.31360, -2.65534, 3.98576)  0.00
H (-3.66335, -0.85020, 3.16295)  0.00
H (-3.25853, -1.32903, 4.81340)  0.00
H (-3.80868, -2.54264, 3.66744)  0.00
H (1.39242, -0.77673, -3.05430)  0.00
H (1.24213, -1.36574, -5.44470)  0.00
H (-0.58536, -2.81571, -6.24651)  0.00
H (-2.27131, -3.68743, -4.67021)  0.00
H (-2.13493, -3.09819, -2.27123)  0.00
O (2.21960, 1.63399, -1.19313)  -0.01
N (2.04007, 2.53374, -2.19162)  0.02
C (3.14230, 2.99946, -2.80664)  0.00
C (3.00848, 3.90531, -3.82795)  0.00
C (1.73272, 4.31866, -4.20555)  0.00
C (0.62248, 3.81810, -3.55188)  0.00
C (0.79162, 2.90490, -2.52058)  0.01
S (-0.54378, 2.22284, -1.60837)  -0.02
H (4.07550, 2.60875, -2.42893)  0.00
H (3.89404, 4.28098, -4.31848)  0.00
H (1.60729, 5.03288, -5.00775)  0.00
H (-0.37858, 4.12501, -3.81983)  0.00

As for the orbital gap (spin up / spin down): 6.4533 / 6.3330 eV. As for the expectation value of S²: 0.76. Its LUMO energy (spin up / spin down) is -7.694 / -7.823 eV. The value obtained for the largest force on an atom is 0.6 eV/Å. The highest occupied orbital energy (spin up / spin down) is -14.15 / -14.16 eV. Its spin multiplicity is 2. Its charge is +2. The value obtained for the energy is -4441.80088 hartree.